This record from the Open Molecules 2025 dataset describes an isolated molecule of C3H2FNO in a non-equilibrium geometry. The level of theory is ωB97M-V with the def2-TZVPD basis set.

* highest occupied orbital energy (spin up / spin down): -5.2 / -11.2 eV
* <S²>: 2.008
* energy relative to the best compared isomer or geometry (same formula, charge and spin): 17.5 kcal per mole
* LUMO (spin up / spin down): 0.84 / -2.47 eV
* multiplicity: 3

Cartesian coordinates (Å):
C 0.644 -0.887 -0.025
C -0.215 1.045 0.017
C 1.671 -0.043 -0.024
N -0.534 -0.193 0.011
O 1.066 1.399 -0.020
F 2.941 -0.148 0.011
H 0.555 -1.921 -0.078
H -0.817 1.939 0.019

Atom charges from the natural (NBO) analysis, given in e for atoms 1 to 2: C -0.14; C 0.29

This record from the Open Molecules 2025 dataset describes a structure of composition C3H10B3ClO5P in a non-equilibrium geometry. The level of theory is ωB97M-V with the def2-TZVPD basis set.

* highest occupied orbital energy: -5.1 eV
* charge: -1
* energy relative to the best compared isomer or geometry (same formula, charge and spin): 0.0 kcal per mole
* LUMO: 2.72 eV
* multiplicity: 1

Cartesian coordinates (Å):
C 3.200 0.431 0.584
C 1.921 0.045 -0.141
O 2.297 -0.511 -1.412
C 0.959 1.231 -0.286
B -0.465 1.075 0.374
O -1.444 2.040 0.116
B -2.634 1.461 -0.333
O -3.062 0.308 0.251
B -2.035 -0.592 0.624
P -1.965 -2.390 -0.186
O -2.363 -3.627 0.540
O -0.839 -0.018 1.109
H 3.735 1.201 0.024
H 3.848 -0.441 0.686
H 2.965 0.795 1.586
H 1.448 -0.752 0.438
H 1.798 -0.069 -2.103
H 1.431 2.159 0.054
H 0.748 1.411 -1.349
H -3.189 1.946 -1.275
H -2.682 -2.224 -1.401
H -0.626 -2.438 -0.663
Cl -3.047 -1.040 2.763

Atom charges from the natural (NBO) analysis, given in e for atoms 1 to 2: C -0.61; C 0.10

This record from the Open Molecules 2025 dataset describes a cluster of 2 separate species, C6H12FN in total in a non-equilibrium geometry. The level of theory is ωB97M-V with the def2-TZVPD basis set.

* structure (SMILES): C=C(C)F.C=C(C)N
* highest occupied orbital energy: -7.8 eV
* energy relative to the best compared isomer or geometry (same formula, charge and spin): 52.8 kcal per mole
* LUMO: 0.99 eV
* multiplicity: 1

Cartesian coordinates (Å):
C 0.906 1.854 0.887
C 0.649 2.952 1.836
C -0.656 -3.277 -1.840
C -1.470 -1.701 -0.052
C 0.680 0.571 1.229
C -1.214 -1.995 -1.290
N 1.108 2.054 -0.482
F -1.261 -1.000 -2.229
H -0.373 3.304 1.777
H 0.765 2.621 2.861
H 1.215 3.902 1.770
H -0.301 -3.895 -1.068
H 0.234 -3.087 -2.565
H -1.302 -3.598 -2.611
H 1.465 2.897 -0.813
H -1.791 -0.573 0.140
H -1.491 -2.293 0.752
H 0.764 -0.199 0.418
H 0.584 0.311 2.271
H 1.488 1.153 -0.991

Atom charges from the natural (NBO) analysis, given in e for atoms 1 to 2: C 0.18; C -0.66

This record from the Open Molecules 2025 dataset describes an isolated molecule of C6H7N in a non-equilibrium geometry. The level of theory is ωB97M-V with the def2-TZVPD basis set.

* structure (SMILES): C[C@@]12[C@@H]3[C@H]4[C@@H]3N1[C@H]42
* highest occupied orbital energy: -8.6 eV
* energy relative to the best compared isomer or geometry (same formula, charge and spin): 141.5 kcal per mole
* LUMO: 1.19 eV
* multiplicity: 1

Cartesian coordinates (Å):
C -1.476 -1.319 0.540
C -0.322 -0.387 0.243
C 0.455 -0.268 -1.051
C 1.476 0.619 -0.417
C 0.270 1.385 -0.802
N -0.443 1.040 0.457
C 0.828 0.503 0.970
H -1.276 -2.357 0.246
H -2.397 -1.004 0.023
H -1.684 -1.296 1.609
H 0.629 -1.065 -1.791
H 2.483 0.750 -0.793
H 0.214 2.442 -1.121
H 1.243 0.957 1.887

Atom charges from the natural (NBO) analysis, given in e for atoms 1 to 2: C -0.63; C 0.15

This record from the Open Molecules 2025 dataset describes a cluster of 2 separate species, C5H14O in total in a non-equilibrium geometry. The level of theory is ωB97M-V with the def2-TZVPD basis set.

* structure (SMILES): CCCCC.O
* highest occupied orbital energy: -10.5 eV
* energy relative to the best compared isomer or geometry (same formula, charge and spin): 38.2 kcal per mole
* LUMO: 0.77 eV
* multiplicity: 1

Cartesian coordinates (Å):
C -1.098 0.380 1.993
C -0.022 0.086 0.886
C -0.296 -1.204 0.207
C 0.378 -1.119 -1.227
C -0.451 -0.180 -2.100
H -1.164 1.474 2.161
H -0.989 0.010 2.967
H -2.117 -0.044 1.673
H 0.967 0.040 1.471
H -0.035 0.901 0.130
H 0.000 -2.272 0.625
H -1.347 -1.367 0.031
H 1.405 -0.676 -1.113
H 0.592 -2.120 -1.602
H -0.029 0.056 -3.075
H -1.224 -0.829 -2.529
H -0.758 0.828 -1.671
H 2.259 1.239 0.221
H 2.185 2.834 0.421
O 1.743 1.964 0.530

Atom charges from the natural (NBO) analysis, given in e for atoms 1 to 2: C -0.61; C -0.42

This record from the Open Molecules 2025 dataset describes an isolated molecule of C4H7NO. The level of theory is ωB97M-V with the def2-TZVPD basis set.

* structure (SMILES): CCOC1=NC1
* highest occupied orbital energy: -9.8 eV
* energy relative to the best compared isomer or geometry (same formula, charge and spin): 68.0 kcal per mole
* LUMO: 1.03 eV
* multiplicity: 1

Cartesian coordinates (Å):
C 2.143 0.087 0.450
C 0.821 -0.643 0.526
O -0.323 0.246 0.584
C -2.578 -0.019 -0.762
C -1.199 0.072 -0.385
N -1.298 -0.294 -1.579
H 2.235 0.837 1.237
H 2.944 -0.647 0.592
H 2.294 0.569 -0.516
H 0.764 -1.226 1.446
H 0.691 -1.311 -0.328
H -3.162 0.856 -1.026
H -3.167 -0.897 -0.498

Atom charges from the natural (NBO) analysis, given in e for atoms 1 to 2: C -0.63; C -0.07